Here is 15 unconnected molecules or ions with the total composition C75H183N9O27 from the OMol25 dataset. Energies are from ωB97M-V/def2-TZVPD.

Cartesian coordinates (Å):
C  -27.14  13.16  24.11
O  -26.35  12.61  23.05
C  -25.18  11.99  23.57
C  -24.35  11.53  22.38
N  -23.60  12.68  21.86
C  -23.06  12.45  20.51
C  -22.28  13.79  20.13
O  -23.06  14.91  19.93
C  -24.26  14.81  19.13
H  -26.57  13.92  24.63
H  -27.50  12.37  24.77
H  -28.08  13.61  23.78
H  -25.47  11.13  24.17
H  -24.51  12.69  24.06
H  -25.01  11.13  21.61
H  -23.66  10.72  22.63
H  -24.23  13.46  21.72
H  -23.71  12.18  19.69
H  -22.31  11.66  20.52
H  -21.75  13.64  19.19
H  -21.53  14.06  20.87
H  -25.02  14.31  19.73
H  -24.04  14.37  18.16
H  -24.61  15.81  18.88
C  -14.81  2.30  24.51
O  -13.75  2.33  25.45
C  -13.26  3.66  25.69
C  -12.09  3.64  26.67
N  -12.51  3.53  28.06
C  -12.75  2.10  28.46
C  -13.40  2.02  29.84
O  -14.60  2.84  29.91
C  -15.60  2.45  28.97
H  -15.22  1.29  24.46
H  -14.42  2.57  23.52
H  -15.65  2.96  24.70
H  -13.99  4.37  26.09
H  -12.95  4.10  24.74
H  -11.62  4.62  26.64
H  -11.25  3.00  26.38
H  -11.93  4.03  28.71
H  -11.86  1.46  28.45
H  -13.47  1.72  27.73
H  -12.70  2.36  30.61
H  -13.51  1.01  30.23
H  -16.03  1.48  29.24
H  -15.41  2.39  27.90
H  -16.41  3.17  29.05
C  -12.06  18.06  21.10
O  -12.22  16.91  20.30
C  -12.86  15.81  20.95
C  -11.92  15.08  21.98
N  -12.44  13.86  22.57
C  -11.57  13.28  23.59
C  -10.20  12.80  23.17
O  -9.38  13.79  22.69
C  -8.08  13.32  22.26
H  -11.59  18.79  20.44
H  -11.42  17.93  21.97
H  -13.02  18.50  21.37
H  -13.07  15.12  20.13
H  -13.84  16.03  21.37
H  -11.72  15.76  22.81
H  -10.93  14.92  21.54
H  -13.36  14.00  22.96
H  -12.07  12.41  23.99
H  -11.47  14.05  24.35
H  -10.24  12.09  22.35
H  -9.76  12.28  24.03
H  -7.51  14.21  22.00
H  -8.08  12.55  21.49
H  -7.60  12.86  23.12
C  -17.50  22.12  37.05
O  -16.31  22.31  36.21
C  -15.14  21.72  36.81
C  -14.03  21.62  35.71
N  -14.17  20.60  34.65
C  -13.10  20.66  33.60
C  -13.64  20.17  32.23
O  -14.79  20.90  31.86
C  -15.12  20.62  30.49
H  -17.75  21.06  37.07
H  -18.28  22.72  36.58
H  -17.47  22.40  38.10
H  -15.37  20.72  37.19
H  -14.77  22.30  37.66
H  -13.05  21.48  36.16
H  -13.89  22.59  35.24
H  -14.99  20.84  34.11
H  -12.13  20.25  33.88
H  -12.85  21.70  33.40
H  -13.88  19.11  32.24
H  -12.85  20.25  31.48
H  -15.37  19.57  30.52
H  -14.36  20.71  29.71
H  -15.97  21.17  30.09
C  -16.85  20.62  13.73
O  -16.14  21.02  12.57
C  -14.93  20.38  12.45
C  -14.44  20.51  10.98
N  -14.64  21.92  10.51
C  -13.71  22.81  11.11
C  -13.68  24.20  10.49
O  -14.99  24.68  10.47
C  -15.33  25.97  9.86
H  -16.24  20.85  14.61
H  -17.11  19.56  13.72
H  -17.76  21.22  13.79
H  -14.92  19.30  12.61
H  -14.29  20.79  13.23
H  -14.99  19.82  10.35
H  -13.40  20.22  10.85
H  -15.51  22.14  10.97
H  -12.72  22.36  11.14
H  -14.07  23.07  12.10
H  -13.25  24.14  9.50
H  -12.94  24.76  11.06
H  -14.85  26.07  8.89
H  -15.06  26.80  10.52
H  -16.41  26.07  9.77
C  -5.92  21.48  24.80
O  -7.09  22.22  24.61
C  -7.13  23.55  25.18
C  -6.70  24.65  24.26
N  -5.25  24.85  24.08
C  -4.99  25.85  23.06
C  -3.51  25.85  22.64
O  -2.99  24.53  22.53
C  -1.61  24.46  22.24
H  -5.77  21.32  25.87
H  -5.07  22.04  24.42
H  -5.85  20.50  24.32
H  -6.56  23.56  26.11
H  -8.16  23.75  25.49
H  -7.12  25.60  24.58
H  -7.25  24.40  23.35
H  -4.76  24.02  23.77
H  -5.32  26.82  23.43
H  -5.53  25.59  22.15
H  -2.89  26.32  23.40
H  -3.44  26.42  21.71
H  -1.15  25.24  21.63
H  -1.37  23.48  21.83
H  -1.02  24.59  23.14
C  -3.22  17.87  13.55
C  -3.00  18.80  14.70
C  -3.32  20.31  14.22
C  -3.59  21.25  15.42
C  -4.68  20.68  16.40
C  -4.18  19.26  16.92
N  -3.87  18.39  15.76
O  -3.70  17.11  16.18
C  -3.10  19.45  17.96
C  -5.47  18.67  17.62
C  -1.49  18.70  15.11
H  -2.66  16.96  13.78
H  -2.92  18.27  12.58
H  -4.27  17.67  13.39
H  -2.38  20.59  13.73
H  -4.13  20.37  13.49
H  -3.97  22.21  15.04
H  -2.70  21.51  15.98
H  -5.55  20.50  15.77
H  -5.07  21.28  17.23
H  -3.36  20.08  18.81
H  -2.78  18.45  18.26
H  -2.26  19.92  17.45
H  -5.17  17.79  18.18
H  -5.88  19.42  18.30
H  -6.20  18.33  16.88
H  -0.82  18.63  14.26
H  -1.26  17.77  15.64
H  -1.18  19.56  15.70
H  -4.52  16.68  15.93
C  0.52  7.78  19.69
C  0.19  7.24  18.28
C  1.48  7.21  17.40
C  2.49  6.03  17.69
C  1.69  4.74  17.47
C  0.41  4.68  18.32
N  -0.41  5.91  18.16
O  -1.59  5.84  18.78
C  -0.34  3.45  17.76
C  0.70  4.43  19.83
C  -0.75  8.23  17.58
H  -0.21  7.49  20.45
H  0.44  8.87  19.72
H  1.53  7.52  19.99
H  1.29  7.19  16.33
H  1.97  8.17  17.59
H  2.93  6.17  18.68
H  3.28  6.13  16.94
H  2.34  3.96  17.88
H  1.51  4.55  16.41
H  -1.27  3.34  18.32
H  -0.59  3.63  16.72
H  0.21  2.52  17.93
H  1.31  3.52  19.87
H  1.06  5.20  20.51
H  -0.16  4.04  20.38
H  -1.63  8.33  18.22
H  -0.93  7.81  16.59
H  -0.28  9.17  17.30
H  -2.13  5.63  18.02
C  -18.41  31.36  14.76
C  -17.41  31.27  15.92
C  -18.26  31.44  17.17
C  -19.05  30.24  17.57
C  -18.09  29.02  17.71
C  -17.13  28.77  16.54
N  -16.55  30.09  16.11
O  -15.62  29.92  15.09
C  -16.01  27.82  17.06
C  -17.94  28.10  15.39
C  -16.49  32.49  15.79
H  -18.87  32.35  14.69
H  -19.20  30.63  14.89
H  -17.87  31.06  13.86
H  -17.54  31.45  17.99
H  -18.72  32.42  17.28
H  -19.93  30.15  16.94
H  -19.53  30.43  18.53
H  -18.66  28.11  17.91
H  -17.53  29.12  18.64
H  -15.40  28.30  17.82
H  -16.55  26.95  17.42
H  -15.32  27.52  16.27
H  -17.28  27.85  14.55
H  -18.21  27.10  15.72
H  -18.85  28.55  15.01
H  -17.09  33.40  15.66
H  -15.80  32.51  14.95
H  -15.80  32.70  16.62
H  -16.08  29.45  14.39
C  -15.98  7.48  17.69
C  -15.76  8.81  18.38
O  -14.43  8.82  18.89
O  -17.34  7.30  17.48
H  -15.62  6.79  18.46
H  -15.33  7.37  16.82
H  -16.33  9.00  19.30
H  -16.10  9.64  17.76
H  -14.40  9.27  19.73
H  -17.57  7.14  16.56
C  -8.00  2.98  19.99
C  -8.70  4.18  19.31
O  -7.98  4.41  18.10
O  -6.93  3.31  20.76
H  -7.68  2.24  19.25
H  -8.73  2.46  20.60
H  -8.80  5.09  19.90
H  -9.75  4.03  19.04
H  -8.50  5.12  17.70
H  -6.14  3.56  20.29
C  -19.13  9.98  26.78
C  -18.54  11.41  26.96
O  -18.54  12.18  25.75
O  -18.94  9.18  28.00
H  -18.72  9.38  25.97
H  -20.21  10.05  26.67
H  -17.47  11.39  27.20
H  -19.08  11.99  27.71
H  -19.41  12.21  25.36
H  -18.00  8.99  28.05
C  -14.18  9.69  32.67
C  -13.14  9.26  31.57
O  -13.80  8.85  30.41
O  -14.76  10.90  32.30
H  -13.69  9.83  33.63
H  -14.86  8.87  32.92
H  -12.54  8.39  31.82
H  -12.51  10.11  31.30
H  -13.62  7.92  30.26
H  -14.19  11.63  32.56
C  -4.87  7.35  29.38
C  -5.43  6.01  29.81
O  -6.52  6.21  30.72
O  -3.82  7.87  30.23
H  -5.63  8.11  29.19
H  -4.35  7.09  28.46
H  -4.67  5.50  30.41
H  -5.72  5.35  29.00
H  -6.22  6.69  31.49
H  -3.69  8.69  29.73
C  -10.78  11.09  14.30
C  -10.35  12.39  14.95
O  -8.97  12.28  15.09
O  -10.54  9.99  15.10
H  -10.30  11.03  13.32
H  -11.85  11.12  14.08
H  -11.02  12.64  15.77
H  -10.62  13.12  14.19
H  -8.84  11.74  15.87
H  -10.90  10.07  15.99

Computed properties:
HOMO = -0.29786 hartree
Net charge = 0
Frontier orbital gap = 8.197 eV
Electronic energy = -5490.84222 Ha
Lowest unoccupied orbital energy = 0.09 eV

Atomic partial charges in e from the Löwdin method, atoms 1 to 8: C -0.105; O -0.191; C -0.235; C -0.210; N -0.056; C -0.198; C -0.233; O -0.207